No. 1
Here is 8 unconnected molecules or ions with the total composition C20H50O24S6 from the OMol25 dataset. Energies are from ωB97M-V/def2-TZVPD.

Structure (XYZ):
```
100
Properties=species:S:1:pos:R:3:forces:R:3
O -2.5110 3.0347 1.2179 1.347 0.946 1.168
O 6.2939 -0.1540 0.0801 -1.510 1.507 0.024
C 4.8590 3.2168 -2.9390 -0.821 -0.223 1.113
O -0.8145 1.0256 0.2994 -0.044 -1.339 -0.134
H 0.6897 -1.1342 -5.9394 0.397 -0.373 -0.549
O -0.7598 -0.9940 5.6758 1.143 1.217 -1.015
C 0.0083 -3.8291 1.1281 0.233 -1.619 -0.514
H 4.3177 3.4259 -0.8527 -0.155 -0.190 0.167
H 5.7303 3.7897 -2.6290 0.171 0.086 -0.746
H -2.3779 3.5514 5.4468 0.018 0.201 0.333
H -1.1868 3.6958 -3.0666 -0.594 0.249 0.455
O 4.7044 -1.4820 -5.5694 -1.074 -0.255 -0.045
H 1.9784 0.5569 -4.6443 0.153 0.353 0.283
H 3.4837 -0.2884 1.2193 0.352 -0.180 -0.034
C -6.9731 -2.2351 -1.3577 -1.919 -0.700 0.271
H -8.1519 -3.4833 -2.5978 -0.109 -0.095 0.010
H 4.0844 3.8187 -3.4146 0.140 0.356 0.198
O -1.1949 1.2680 4.8740 1.222 -1.423 0.135
O 0.6401 0.4144 -1.2517 0.780 -0.270 -0.989
O -6.4110 -2.3403 -0.0599 0.920 0.197 0.229
S -0.1170 -5.6276 1.5066 0.223 2.035 1.279
C -1.2883 3.5446 5.4206 -0.576 0.078 -0.663
H -0.2000 -2.6072 -3.5877 0.016 0.096 0.318
H 0.1619 0.5347 2.5512 -0.374 0.352 0.311
S -5.5178 -1.1097 0.5234 1.288 1.385 -0.407
O -4.4940 3.9682 0.4917 2.391 0.477 1.575
C 1.3520 -5.1666 3.6877 -0.550 -0.087 1.139
O -5.4747 -1.3639 1.9498 -0.117 0.073 -1.374
H -7.9491 -4.2214 -0.9999 0.085 0.264 0.203
O -3.8668 2.0662 -0.2941 2.013 -1.048 0.053
H 1.0692 -3.5936 1.1917 -0.075 0.165 0.273
H 5.0743 2.4051 -3.6318 0.406 0.005 0.152
C -0.8530 2.5553 4.3279 -0.187 1.484 1.302
H 0.6967 -6.1314 5.5047 -0.111 -0.005 -0.170
O 2.3106 -2.1422 -5.0914 2.389 0.795 -0.332
C -0.3385 0.1902 -0.5017 -0.132 3.197 2.147
O 0.0570 -5.4774 3.1176 -0.093 -0.037 -1.162
O -0.7965 -1.1001 -0.5850 0.573 0.267 -0.697
H -0.6203 -3.3289 1.8580 0.023 0.118 -0.172
C 3.0480 0.3770 -4.6649 1.167 -1.469 -1.133
H -0.2970 -3.6754 0.0954 -0.260 0.116 0.135
H 2.8099 0.9255 0.2047 0.244 0.234 -0.338
H 0.1966 2.8456 4.2496 0.350 -1.344 -0.492
H 0.4140 5.1108 0.9728 -0.533 -0.489 0.717
H -0.8742 3.2738 6.3907 -0.026 -0.217 -0.057
C -7.4567 -3.6289 -1.7678 0.436 0.259 -0.723
O 1.3152 4.6485 -0.6915 0.281 0.023 -2.093
H 1.8994 3.6727 2.4136 -0.118 0.177 0.076
O -1.4879 -6.0419 1.3221 1.540 -0.230 -0.075
H 0.7253 -0.9999 2.9809 -0.343 -0.503 0.065
H -1.9372 2.2959 0.9578 -0.452 -0.401 -0.379
S 3.3482 -1.0560 -5.7975 -0.569 0.297 1.572
C -0.1247 -0.3347 3.1455 0.912 -0.071 -0.063
S 0.3519 5.1408 -1.9176 -0.488 -2.080 0.504
C -3.9023 -1.4097 -0.2750 -0.985 0.752 1.345
H 1.2837 -4.2141 4.2173 -0.110 0.390 -0.689
C 0.1570 -1.6592 -3.9950 0.246 -1.038 0.221
H 0.0746 2.7563 -2.3543 0.305 0.143 0.306
H 3.4032 -0.5654 -0.5543 0.297 0.070 -0.053
H -7.8599 -1.6145 -1.2156 0.153 0.348 -0.446
O 5.3589 1.8762 1.2091 0.016 0.069 -0.108
H 2.6780 4.8948 1.3970 0.023 -0.015 0.060
C 4.3212 2.6342 -1.6008 0.291 0.842 -1.582
H 0.5790 -2.9260 -5.6680 -0.141 0.289 -0.416
H 1.5474 -7.1763 4.3199 -0.221 -0.076 0.128
O 1.1884 5.4071 -3.0706 -0.101 -0.383 1.067
C 0.8446 4.1729 0.6147 0.254 1.944 -0.617
H -1.4017 2.6998 3.3983 0.088 -0.039 -0.050
H -0.7309 -1.0718 -4.2225 0.161 0.260 0.183
S -0.1154 0.0448 4.8835 -1.446 1.041 -0.112
H 0.8091 -1.1953 -3.2555 -0.257 0.364 -0.012
H -0.1221 -1.1624 -1.3049 -0.535 -1.848 -0.138
S 5.2775 0.8913 0.1736 -0.256 -1.191 -1.278
H -4.0915 -1.4637 -1.3436 0.186 -0.428 0.046
H -1.1178 3.3778 -1.2061 -0.601 0.066 -0.353
H -0.9170 4.5424 5.1809 -0.182 0.056 -0.110
O 5.3013 1.6344 -1.2949 -0.021 -1.351 1.628
H -6.6144 -4.1841 -2.1843 -0.023 -0.247 0.220
H 3.5349 0.0314 -3.7541 -0.655 -0.056 0.315
H -3.3711 -0.4733 -0.0815 -0.019 0.127 -0.049
H 2.2162 -5.2000 3.0267 -0.434 0.041 -0.498
O 1.1876 0.5800 5.2206 -0.765 -0.658 0.006
C 0.9210 -1.9686 -5.2737 -1.231 0.392 -0.200
O -0.5212 6.1801 -1.4628 0.220 -0.001 0.112
H 3.3163 2.2472 -1.7776 0.046 -0.386 0.471
O -5.9281 0.1686 -0.0224 -0.657 -1.940 0.737
O 2.9022 -0.8160 -7.1375 -0.100 0.094 0.170
O 1.0655 -6.3213 1.0415 -1.214 0.066 -0.229
C 3.5876 0.1618 0.2321 0.547 0.413 0.346
H 3.7084 1.1671 -5.0182 -0.550 0.276 -0.340
C -3.6154 3.0445 0.4567 -5.138 -0.044 -2.564
C 1.4963 -6.1825 4.7680 1.000 -0.958 0.506
H 0.0772 3.4066 0.5292 0.424 -0.352 0.060
H 2.4431 -6.0494 5.2988 -0.005 0.142 0.042
H -3.4128 -2.2239 0.2529 -0.030 -0.270 -0.529
C 2.1329 3.9513 1.3832 -0.182 -0.349 0.655
H -6.3712 -1.8597 -2.1854 0.506 0.371 0.539
C -0.6145 3.5766 -2.1494 1.399 0.930 -0.323
H 2.8339 3.1804 1.0626 -0.333 -0.081 -0.527
H -1.0850 -0.6965 2.7887 0.044 -0.136 0.214
```
Forces are in eV/Å.

Computed properties:
Kohn-Sham gap = 4.969 eV
molecular weight = 867.0 g mol⁻¹
spin multiplicity = 1
E_tot = -135701.273 eV
net charge = -2
highest occupied orbital energy = -1.6 eV

Mulliken population analysis, charges in e, atoms 1 to 99: -0.486, -0.663, -1.529, -0.428, 0.352, -0.654, -0.941, 0.345, 0.437, 0.360, 0.496, -0.599, 0.311, 0.462, -0.066, 0.370, 0.354, -0.325, -0.507, -0.291, 1.198, -1.554, 0.358, -0.084, 1.155, -0.849, -0.014, -0.666, 0.318, -0.657, 0.353, 0.307, 0.438, 0.319, -0.360, 0.025, -0.325, -0.175, 0.295, -0.807, 0.416, -0.102, 0.155, 0.309, 0.371, -1.269, -0.307, 0.214, -0.603, 0.370, 0.432, 1.095, -0.499, 1.164, -0.357, 0.178, -0.460, -0.020, 0.333, 0.269, -0.611, 0.463, 0.427, 0.341, 0.324, -0.639, 0.241, 0.184, 0.313, 1.239, -0.088, 0.078, 1.184, 0.295, -0.147, 0.382, -0.413, 0.307, 0.209, -0.193, 0.427, -0.652, -0.498, -0.653, 0.090, -0.531, -0.617, -0.637, -0.603, 0.448, 0.672, -1.391, 0.114, 0.401, 0.273, -1.142, 0.309, -0.267, 0.092

No. 2
Here is 3 unconnected molecules or ions with the total composition C20H50O3P from the OMol25 dataset. Energies are from ωB97M-V/def2-TZVPD.

Structure (XYZ):
```
74
Properties=species:S:1:pos:R:3:forces:R:3
H -1.7162 -3.7944 0.3815 0.071 0.004 -0.062
C -4.0159 -1.8875 -1.4373 -0.082 -0.064 -0.306
H 0.3702 4.3006 2.1598 0.001 0.009 0.002
H -0.6226 -0.5050 3.1747 -0.023 0.023 -0.257
C -2.2054 1.4203 2.1562 -0.053 0.467 -0.080
C 1.3690 2.5086 1.5383 0.009 0.003 0.093
C 0.7942 -2.9301 -3.1053 0.076 -0.092 -0.070
H 3.8352 -4.0519 -3.3456 -0.024 0.010 -0.001
H 3.0794 1.8360 -1.4266 0.006 -0.027 -0.036
H -5.4811 1.7944 0.1326 0.137 -0.083 0.152
H -0.6905 -1.6988 -0.7503 0.050 0.095 0.107
H -4.3726 3.3068 -2.1990 0.100 -0.026 -0.076
H -3.5597 1.7835 -1.7978 -0.027 -0.162 0.005
C -3.6180 1.6303 1.6478 0.034 -0.326 0.058
O -3.5938 2.5365 0.5697 -0.007 0.098 0.035
O -1.5227 -2.2342 1.6876 -0.291 0.186 0.062
H 5.8964 -3.4820 -1.1481 -0.016 0.007 0.032
C 4.5042 -3.3746 -2.8088 0.073 0.039 0.033
H -4.0972 -2.1778 -2.4904 0.055 -0.026 -0.020
H -1.9491 -0.9827 -2.2403 -0.042 0.104 0.009
H 2.5506 0.8844 0.7974 -0.004 -0.005 -0.003
C 5.2024 -4.1336 -1.6842 -0.017 -0.053 -0.097
C -1.6888 -0.5380 3.4216 0.044 -0.249 0.287
H 0.8696 4.3241 0.4876 -0.013 -0.012 0.005
H 0.4289 2.0430 1.2358 0.015 -0.021 -0.025
H 1.9939 -4.3979 -2.0772 0.015 0.005 0.017
H 1.4604 -2.8036 -3.9648 0.031 0.018 0.036
H -1.7630 2.4118 2.3129 0.084 -0.063 0.067
P -2.1405 -1.7842 -1.0107 -0.163 -0.182 -0.327
H -4.2204 1.9959 2.4901 -0.078 0.129 -0.061
C 1.5364 -3.4232 -1.8685 -0.078 -0.047 -0.025
C -4.7817 2.5681 -0.1977 -0.111 -0.209 -0.338
C 1.1913 4.0267 1.4891 -0.015 0.003 -0.022
H 2.2032 5.8970 1.7547 0.021 0.001 -0.017
C 2.5898 -2.4520 -1.3492 0.073 0.003 0.038
C -2.2373 -2.8556 0.5953 0.404 0.004 0.247
C 2.4317 4.8334 1.8706 -0.051 0.018 0.072
H 2.1138 4.8148 4.0163 -0.013 -0.034 0.011
H -1.9057 -3.0279 -1.8078 -0.064 -0.053 0.040
H 5.7724 -4.9772 -2.0794 0.015 0.002 0.026
H 3.2470 4.6197 1.1738 -0.004 -0.008 -0.018
C -4.4806 2.3507 -1.6858 -0.118 0.321 0.313
H 3.3295 -1.6206 -3.1959 -0.017 -0.006 0.009
C 2.9044 4.5824 3.2997 0.071 0.047 -0.076
H -5.2909 3.5265 -0.0487 0.052 0.054 0.069
H 3.4572 2.3694 0.9820 -0.003 0.000 0.017
H -3.1871 -1.0563 1.9573 0.041 0.092 0.046
H -5.3026 1.8035 -2.1451 0.040 -0.028 -0.139
H -4.0273 0.6611 1.3404 -0.057 0.104 -0.140
C -2.4112 -1.5518 2.5458 0.091 -0.480 -0.280
H 3.0046 -2.8423 -0.4141 0.008 0.017 -0.005
H -2.9166 -2.2913 3.1872 -0.111 0.016 -0.009
H 4.4279 -1.4568 -1.8455 0.014 -0.002 -0.007
H 3.7678 5.2065 3.5390 -0.008 -0.006 0.027
H -1.7618 -0.8605 4.4618 0.050 0.128 0.061
H -1.5943 0.8925 1.4212 -0.109 -0.187 -0.023
H -3.2484 -3.1142 0.9313 -0.101 0.050 -0.014
H -4.4868 -0.9023 -1.3385 0.025 0.047 0.146
H 1.3344 1.8500 -1.1712 -0.013 0.012 0.001
H 2.2691 3.3431 -1.0168 -0.013 -0.007 -0.008
H -2.3786 -0.5511 -0.2238 0.083 0.060 0.154
H 0.2929 -1.9806 -2.9075 -0.019 -0.014 0.037
H 2.0944 -1.5139 -1.0871 -0.047 0.031 0.010
O -2.2749 0.7462 3.3977 0.067 0.165 0.190
H -4.5883 -2.6197 -0.8587 0.037 0.023 0.120
C 2.4917 1.9666 0.6583 -0.032 0.011 -0.094
H 0.0263 -3.6501 -3.3863 -0.056 0.052 -0.025
H 0.8041 -3.5881 -1.0753 -0.020 0.018 -0.011
H 5.2552 -3.0476 -3.5349 -0.010 -0.019 -0.015
H 3.1993 3.5429 3.4486 -0.019 -0.009 0.010
C 2.2807 2.2685 -0.8231 0.076 -0.033 0.042
C 3.7281 -2.1503 -2.3261 -0.033 0.041 -0.008
H 1.5378 2.1940 2.5729 -0.009 -0.001 -0.007
H 4.4861 -4.5296 -0.9635 -0.002 0.016 0.014
```
Forces are in eV/Å.

Computed properties:
Kohn-Sham gap = 6.366 eV
molecular weight = 369.6 g mol⁻¹
spin multiplicity = 1
E_tot = -36978.804 eV
net charge = -1
highest occupied orbital energy = -3.5 eV

Computed Mulliken charges, given in elementary charges: 0.433, -1.476, 0.421, 0.211, 0.152, -0.088, -1.273, 0.241, 0.356, 0.336, -0.490, 0.330, 0.273, -0.370, -0.324, -0.390, 0.285, -0.421, 0.440, 0.023, 0.393, -1.200, -0.516, 0.355, -0.181, 0.396, 0.436, 0.189, 1.440, 0.256, -0.230, -0.373, -0.766, 0.398, -0.316, -1.333, -0.482, 0.293, -0.108, 0.383, 0.252, -1.032, 0.298, -1.199, 0.352, 0.289, 0.046, 0.296, 0.212, 0.001, 0.307, 0.296, 0.396, 0.384, 0.313, 0.054, 0.475, 0.158, 0.286, 0.405, -0.730, 0.201, 0.079, -0.487, 0.373, -0.555, 0.379, 0.121, 0.386, 0.280, -1.300, -0.743, 0.411, 0.288

- E_tot of number 1 (C20H50O24S6)?
  -135701.273 eV